[1]
Here is 2 unconnected molecules or ions with the total composition C7H9N2O4 at a distorted geometry from the OMol25 dataset. Energies are from ωB97M-V/def2-TZVPD.

Structure (ORCA input):
```
! wB97M-V def2-TZVPD RIJCOSX def2/J DEFGRID3
* xyz -1 1
O 1.59 2.09 -1.13
H -0.97 -0.17 1.60
C -3.18 0.13 1.09
O 1.82 -1.81 2.16
H -3.55 -0.96 1.02
H -1.73 0.09 -1.41
H -3.69 0.84 0.49
N 3.11 0.57 -0.71
C -1.34 -0.47 -0.54
C 0.19 -0.49 -0.82
C 1.38 -1.59 1.09
H 0.27 -0.90 -1.85
C 2.53 1.92 -0.38
C 3.41 -0.26 -1.53
H -3.30 0.50 2.13
O 3.05 2.56 0.50
H -1.36 1.19 0.84
H -1.76 -1.40 -0.53
C -1.69 0.17 0.81
H 0.69 0.49 -0.61
O 3.69 -1.11 -2.28
N 0.85 -1.41 0.04
*
```

Summary:
Kohn-Sham gap   8.3696 eV
Energy   -18576.8371 eV
ΔE to the lowest compared entry with this formula, charge and spin   0.0 kJ/mol
Highest occupied orbital energy   -5.09 eV

[2]
Here is a gas-phase ion, C7H9N2OS2 (charge +1) at a distorted geometry from the OMol25 dataset. Energies are from ωB97M-V/def2-TZVPD.

Structure (ORCA input):
```
! wB97M-V def2-TZVPD RIJCOSX def2/J DEFGRID3
* xyz 1 1
C 2.62 0.31 0.20
S 3.20 -0.41 -1.25
H 2.12 -2.06 0.27
H 0.47 1.82 0.59
C -2.11 1.37 -0.19
H -4.20 1.07 -0.63
H 4.37 0.16 -0.93
C 1.22 -1.57 0.14
C -2.86 -0.64 -0.30
S 3.39 1.38 1.15
H 0.42 -2.10 0.75
C -1.09 0.45 0.23
O -1.61 -0.81 0.01
H 0.85 -1.54 -0.89
C 0.23 0.72 0.70
N 0.75 0.13 1.85
H -3.42 -1.62 -0.53
N 1.36 -0.26 0.56
H -2.18 2.33 0.19
H 1.33 0.71 2.34
C -3.29 0.65 -0.43
*
```

Summary:
Kohn-Sham gap   7.8117 eV
Energy   -34091.5696 eV
ΔE to the lowest compared entry with this formula, charge and spin   331.1 kJ/mol
Highest occupied orbital energy   -12.70 eV
SMILES   C[N@+]1(C(=S)S)N[C@@H]1c1ccco1

[3]
Here is 2 unconnected molecules or ions with the total composition C7H9N3O at a distorted geometry from the OMol25 dataset. Energies are from ωB97M-V/def2-TZVPD.

Structure (ORCA input):
```
! wB97M-V def2-TZVPD RIJCOSX def2/J DEFGRID3
* xyz 0 1
N -3.06 1.17 0.12
N -3.69 1.05 -0.90
H 1.97 3.00 0.15
C 0.88 -0.24 -0.20
H 4.22 -0.41 0.08
C -0.64 -2.16 0.15
H -0.91 -0.60 -1.32
N 3.09 1.40 0.29
C 1.92 1.97 0.10
H -0.29 -2.53 1.04
C 2.15 -0.81 -0.10
H -0.13 1.75 -0.40
H -2.43 0.25 1.58
C 3.18 0.08 0.11
H 2.21 -1.83 -0.13
H -1.33 -2.87 -0.14
C -0.29 -1.02 -0.49
C 0.84 1.16 -0.25
O -3.33 0.27 1.16
H -4.34 0.37 -0.84
*
```

Summary:
Kohn-Sham gap   9.7219 eV
Energy   -13918.3799 eV
ΔE to the lowest compared entry with this formula, charge and spin   405.7 kJ/mol
Highest occupied orbital energy   -9.42 eV
SMILES   C=Cc1ccncc1.[H]/N=N\O

[4]
Here is C7H9N3O3 in the gas phase at a distorted geometry from the OMol25 dataset. Energies are from ωB97M-V/def2-TZVPD.

Structure (ORCA input):
```
! wB97M-V def2-TZVPD RIJCOSX def2/J DEFGRID3
* xyz 0 3
O -3.39 0.76 0.49
H 2.00 -0.16 1.68
C -1.32 2.82 -0.32
C -0.81 1.38 -0.39
C 2.26 -0.49 -0.39
H -2.42 2.62 -0.32
C -1.43 0.11 -0.28
H 3.57 -0.76 1.25
H 2.04 -1.81 1.29
N 0.84 -0.12 -0.42
O 0.45 -3.14 -0.10
C 2.50 -0.89 1.08
C -0.29 -0.85 -0.36
N -2.74 -0.20 0.11
N 0.51 1.19 -0.57
H -1.45 -2.74 -0.30
H -0.99 3.60 -1.09
C -0.40 -2.28 -0.24
H -1.13 3.42 0.55
H 2.92 0.27 -0.70
H 2.39 -1.38 -1.06
O -3.12 -1.36 0.09
*
```

Summary:
Kohn-Sham gap (alpha / beta)   6.5499 / 5.6476 eV
Energy   -18009.8353 eV
ΔE to the lowest compared entry with this formula, charge and spin   453.9 kJ/mol
Highest occupied orbital energy (alpha / beta)   -6.93 / -9.67 eV

- ΔE to the lowest compared entry with this formula, charge and spin of number 1 (C7H9N2O4)?
  0.0 kJ/mol